Record 1
108
Properties=species:S:1:pos:R:3:forces:R:3:mulliken_charge:R:1 method="wB97M-V/def2-TZVPD" e_above_lowest_kj_mol=1.0 orbital_gap_ev=7.4 multiplicity=1 charge=+2
Sn 0.582630 0.687024 1.274970 -0.54 0.14 -0.01 0.402
C 1.376118 -1.465085 4.164137 -0.07 0.03 0.05 -0.631
C 0.843446 -2.484484 3.170588 0.05 0.10 0.01 -1.120
S 0.719384 -1.921474 1.461874 -0.24 -0.13 -0.02 0.517
C 2.338694 -2.141974 0.702091 0.10 0.06 0.02 -0.454
C 3.499293 -1.390456 1.329620 0.08 0.01 -0.14 -1.325
S 3.275619 0.418358 1.345357 0.18 -0.04 -0.01 0.564
C 4.174747 0.759459 2.899629 0.06 0.06 0.05 -0.631
C 4.142254 2.220136 3.322353 -0.18 -0.06 -0.05 -1.158
S 2.488554 2.931100 3.399482 -0.04 0.14 0.01 0.281
C 1.845577 2.493015 5.024228 0.02 -0.10 -0.14 -1.046
C 1.590216 1.017569 5.296177 0.00 0.09 0.06 -0.823
S 0.531189 0.145207 4.082953 -0.06 -0.02 0.00 0.389
H 2.435847 -1.281239 4.014578 0.05 -0.08 0.02 0.094
H 1.237299 -1.858209 5.171876 0.00 0.04 0.00 0.654
H -0.178732 -2.772727 3.421060 0.01 -0.02 0.04 0.238
H 1.460384 -3.383965 3.199222 -0.04 -0.02 -0.01 0.653
H 2.161139 -1.811695 -0.321766 0.04 -0.04 -0.01 -0.505
H 2.552415 -3.211096 0.683497 -0.01 0.00 0.04 0.854
H 4.395140 -1.601886 0.744421 0.00 0.03 0.02 0.722
H 3.687738 -1.704780 2.354461 0.00 -0.05 0.00 0.602
H 5.208229 0.457315 2.716331 -0.04 -0.07 -0.06 0.638
H 3.762626 0.112227 3.668086 0.01 0.01 0.06 0.012
H 4.668388 2.842146 2.597183 0.07 -0.04 0.02 0.461
H 4.652243 2.332330 4.280103 0.04 0.00 -0.02 0.570
H 0.921615 3.069884 5.088655 -0.01 -0.02 0.06 0.424
H 2.517823 2.873647 5.794369 -0.04 0.00 0.04 0.568
H 1.085716 0.919808 6.258325 0.00 -0.06 -0.01 0.609
H 2.525000 0.462917 5.355028 0.02 0.02 0.01 0.448
C -4.617981 -4.375002 2.647784 0.00 0.02 -0.01 -1.715
C -3.942481 -3.789927 1.398786 0.03 0.00 0.00 1.897
C -4.734119 -4.188551 0.145177 0.00 0.00 -0.01 -1.573
C -2.535593 -4.378023 1.284940 -0.01 0.03 0.01 -1.429
C -3.918206 -2.268195 1.512510 -0.01 -0.01 0.01 -0.445
C -5.137467 -1.567761 1.611951 -0.02 -0.02 -0.01 -0.315
C -5.193037 -0.197400 1.690825 0.00 0.03 -0.02 -1.503
C -3.991869 0.508377 1.667668 0.01 -0.02 0.02 1.745
S -3.753584 2.222550 1.671312 0.06 -0.01 0.01 -0.335
C -2.066248 1.981571 1.566208 -0.08 0.12 0.00 0.519
N -1.679030 0.728917 1.557555 0.17 -0.25 -0.02 0.870
C -2.768241 -0.153015 1.586131 -0.03 0.03 0.08 -1.990
C -2.739817 -1.547710 1.511043 0.07 0.14 -0.01 0.773
C -1.113282 3.075040 1.349973 0.07 0.37 -0.05 -0.202
C -1.508045 4.413250 1.291168 -0.13 -0.13 0.00 -0.685
C -0.592070 5.385008 0.931826 0.02 0.03 0.00 -1.178
C 0.714439 5.036864 0.608070 0.10 -0.06 -0.04 -1.078
C 1.127740 3.712480 0.688124 -0.28 0.21 -0.04 -0.684
C 0.208242 2.754079 1.073500 0.31 -0.25 0.21 0.661
H -4.589313 -5.464547 2.610528 -0.01 0.00 -0.01 0.450
H -5.663155 -4.074411 2.719840 0.00 0.01 0.01 0.371
H -4.109658 -4.049444 3.557627 0.01 -0.02 0.00 0.355
H -4.749773 -5.274737 0.047075 -0.01 0.00 0.00 0.466
H -4.278713 -3.770710 -0.754772 0.00 0.00 0.00 0.250
H -5.767853 -3.847059 0.192203 0.00 0.00 -0.01 0.367
H -2.602972 -5.461888 1.195061 0.00 0.00 -0.01 0.512
H -1.940381 -4.162533 2.177343 0.03 0.00 0.01 0.257
H -2.007761 -4.003453 0.403890 0.01 -0.01 0.00 0.126
H -6.067480 -2.119597 1.606576 0.00 -0.01 0.03 0.504
H -6.142557 0.316503 1.749442 0.00 0.01 0.01 0.448
H -1.795959 -2.049580 1.400931 0.09 -0.09 -0.03 -0.244
H -2.534563 4.687436 1.504807 0.01 0.04 0.00 0.485
H -0.901279 6.419988 0.883481 0.00 0.00 0.00 0.441
H 1.417181 5.798476 0.297238 -0.02 0.02 0.00 0.500
H 2.147669 3.449126 0.439262 0.01 0.00 0.03 0.741
C -1.138240 2.028021 -4.406875 0.05 -0.04 0.03 -1.855
C -1.088153 2.367304 -2.924138 -0.10 0.00 0.00 1.550
C -0.976752 3.868778 -2.720052 0.00 0.00 0.01 -1.457
C -2.307992 1.813470 -2.198053 0.05 -0.05 0.01 -1.044
O 0.104565 1.808724 -2.328980 0.10 0.04 -0.03 1.448
Si 0.630559 0.291541 -2.119445 -0.21 0.04 0.00 -3.267
O 0.539528 -0.062433 -0.504773 0.30 -0.23 -0.40 2.738
O -0.340826 -0.738860 -2.898605 0.03 0.04 0.10 0.013
C -0.229716 -2.086932 -3.387061 0.00 -0.03 -0.09 1.656
C -1.648610 -2.630567 -3.432998 -0.01 0.03 0.01 -1.768
C 0.628302 -2.921611 -2.446544 0.02 0.13 0.06 -0.819
C 0.392712 -2.037958 -4.773986 0.00 0.01 0.00 -1.813
O 2.190298 0.116931 -2.549143 -0.01 0.01 0.26 0.075
C 3.200968 1.053759 -2.985305 0.01 0.03 -0.13 1.779
C 3.236147 2.271332 -2.067715 -0.08 -0.05 -0.02 -0.981
C 2.889119 1.473996 -4.413905 -0.02 -0.06 0.01 -1.645
C 4.515072 0.294343 -2.917147 -0.01 -0.03 0.00 -1.709
H -2.019310 2.480594 -4.861795 0.00 0.01 -0.02 0.556
H -1.183501 0.949527 -4.555667 -0.02 0.02 0.00 0.126
H -0.254604 2.415330 -4.915270 -0.02 0.02 -0.01 0.368
H -1.858645 4.371972 -3.117172 0.00 0.02 0.00 0.429
H -0.096504 4.257477 -3.233723 0.00 0.01 0.00 0.324
H -0.890039 4.099306 -1.656241 -0.01 -0.01 -0.01 0.083
H -3.223563 2.209393 -2.637857 -0.01 0.01 0.02 0.676
H -2.275838 2.104779 -1.145563 -0.02 0.01 0.02 -0.029
H -2.331886 0.724317 -2.266113 -0.03 0.02 -0.02 -0.013
H -2.100359 -2.576244 -2.439815 0.00 -0.03 0.00 0.275
H -1.652107 -3.667941 -3.767828 -0.01 0.00 -0.01 0.465
H -2.257535 -2.042088 -4.119250 0.00 0.01 0.00 0.343
H 0.222728 -2.864606 -1.432829 -0.02 -0.06 0.02 -0.181
H 1.655973 -2.549550 -2.451970 0.03 -0.02 0.01 0.016
H 0.635111 -3.963078 -2.765769 0.02 -0.02 0.02 0.689
H -0.233705 -1.456549 -5.450532 0.00 0.00 0.00 0.344
H 0.500497 -3.044140 -5.180336 0.00 0.00 -0.02 0.506
H 1.378757 -1.573371 -4.725860 0.01 -0.02 0.00 0.147
H 2.293831 2.817290 -2.118547 0.01 0.01 0.00 0.024
H 4.045176 2.939009 -2.364720 0.01 0.00 0.00 0.692
H 3.414124 1.956822 -1.037087 0.04 0.00 0.01 -0.034
H 1.931467 1.993652 -4.453470 0.01 0.01 0.00 0.075
H 2.838764 0.598490 -5.061981 0.01 0.01 -0.01 0.332
H 3.662334 2.141923 -4.793706 0.00 0.01 -0.01 0.546
H 4.725308 -0.009170 -1.888193 0.01 0.01 0.01 0.175
H 5.337062 0.917357 -3.268895 0.01 0.00 0.01 0.411
H 4.466151 -0.599560 -3.539012 0.01 0.00 0.00 0.379

=====

Record 2
83
Properties=species:S:1:pos:R:3:forces:R:3:mulliken_charge:R:1 method="wB97M-V/def2-TZVPD" e_above_lowest_kj_mol=487.3 orbital_gap_ev=3.5 multiplicity=1 charge=0
C 5.946359 1.399226 -2.586587 1.42 -0.91 0.28 -1.267
C 4.666844 2.048478 -2.665925 -1.66 0.70 -2.02 0.726
C 4.263690 3.307528 -3.069023 -0.23 -0.71 0.71 -1.144
C 2.830609 3.222650 -3.105382 -1.03 -1.19 0.15 0.108
C 2.471223 1.852318 -3.086188 2.14 2.22 1.49 -0.285
B 2.753492 2.772128 1.085371 -0.93 -0.76 -2.98 0.709
O 3.747334 3.064414 1.943827 -0.01 0.10 -0.47 -0.375
C 3.094444 2.405165 3.032487 -0.35 -0.45 1.34 -0.569
C 1.593114 1.904753 2.629461 0.37 -0.23 -0.66 1.235
C 0.946883 1.386065 3.887568 0.35 0.23 -0.29 -2.088
C 1.909499 0.856821 1.591812 -1.20 -0.42 0.51 -0.637
O 2.580202 1.307595 0.572040 1.16 1.91 0.43 -0.359
C 0.765279 3.062852 1.889713 0.81 -0.12 -0.04 -0.413
O 1.631199 3.507644 0.762988 0.10 -0.18 1.15 -0.450
O 3.581085 1.159271 -2.687103 1.46 0.79 -0.46 -0.377
H 6.793633 2.061360 -2.753774 -0.14 0.21 0.14 0.369
H 6.046690 0.929960 -1.611484 0.27 -0.10 0.24 0.274
H 6.035625 0.591661 -3.313938 -0.09 -0.05 -0.12 0.275
H 4.856798 4.190904 -3.391466 -0.32 -0.92 0.86 0.369
H 2.145144 4.001955 -2.738208 0.22 -0.18 -1.36 0.337
H 3.727167 1.537642 3.315235 -0.67 0.26 -0.09 0.321
H 3.036541 3.087227 3.888948 -0.08 0.06 -0.21 0.349
H -0.082375 1.046123 3.748737 0.16 0.08 -0.04 0.274
H 1.575065 0.571615 4.255259 -0.27 0.01 0.27 0.488
H 0.998000 2.243872 4.548201 -0.38 -0.19 0.69 0.558
H 1.790426 -0.205791 1.770092 0.19 0.03 -0.22 0.801
H 1.513938 1.464654 -2.553283 0.78 -0.16 -1.09 -0.051
H -0.189496 2.666923 1.474704 0.70 0.27 0.34 0.270
H 0.595036 3.939704 2.547143 0.06 -0.54 -0.28 0.397
C -4.767255 -2.835185 -0.751623 -0.25 -0.08 -0.34 -1.015
N -3.568998 -2.162625 -0.325160 0.03 -0.22 0.49 0.335
C -2.973951 -2.459328 0.869767 -0.34 -1.01 -0.30 0.403
O -3.246196 -3.438932 1.556741 0.15 1.20 -0.37 -0.715
C -1.904894 -1.408277 1.102369 0.06 0.47 -0.25 0.266
C -0.597753 -1.995536 1.637863 0.25 -0.01 -0.21 1.110
C -0.748017 -2.739122 2.920140 -0.13 0.31 1.22 0.615
C -0.977024 -2.217323 4.186095 0.32 -0.81 -1.08 -0.720
N -0.999730 -3.258976 5.100136 -0.17 -0.34 0.35 -0.026
C -0.815723 -4.470696 4.441456 0.19 0.56 -0.66 -0.647
C -0.751741 -5.776913 4.919078 0.02 -0.15 -0.19 -0.778
C -0.535368 -6.802433 3.986434 -0.10 0.64 0.58 -0.499
C -0.377758 -6.512530 2.620296 -0.01 0.37 -0.19 -0.888
C -0.428214 -5.199293 2.146090 0.03 -0.59 0.15 -0.238
C -0.648695 -4.174621 3.058840 -0.09 0.57 0.87 0.794
N -1.777732 -0.797489 -0.224304 -0.18 -1.33 0.34 0.520
C -0.919801 0.259442 -0.435882 1.06 0.71 0.51 -0.924
C -0.383511 0.616944 -1.639029 0.96 0.19 -0.21 -0.438
C 0.319191 1.863310 -1.977717 -4.34 -0.07 2.65 1.171
C -0.254712 2.640511 -3.121589 1.19 -0.82 0.62 0.402
C -0.483594 4.014341 -3.040568 0.25 0.09 -0.59 -0.311
C -0.494140 4.770301 -4.214715 -0.29 -0.35 -0.31 -0.578
C -0.309254 4.138356 -5.458661 -0.09 -0.01 -0.15 -0.492
C -0.176558 2.737183 -5.532191 -0.48 0.51 0.10 -0.595
C -0.220004 1.993766 -4.358322 0.12 0.49 -0.63 -0.434
C -2.984494 -1.046696 -1.043167 0.57 0.74 0.00 0.462
C -2.633921 -1.410546 -2.488257 -0.17 -0.27 0.11 -1.897
C -3.918619 0.172985 -1.037070 -0.02 -0.16 0.05 -1.632
H -5.073014 -3.538389 0.015692 0.15 -0.02 0.13 0.389
H -5.587963 -2.131927 -0.909522 0.05 0.08 0.02 0.321
H -4.623567 -3.390371 -1.680887 0.09 -0.01 0.02 0.308
H -2.299800 -0.680140 1.843977 0.07 -0.18 -0.07 -0.038
H -0.192717 -2.700048 0.894932 -0.09 0.36 0.03 0.409
H 0.140810 -1.182574 1.754907 -0.42 -0.33 -0.18 -1.560
H -1.147287 -1.183672 4.484348 0.11 -0.41 0.02 0.453
H -1.105125 -3.163051 6.105622 -0.01 -0.01 -0.59 0.229
H -0.874656 -5.937440 5.989682 0.05 -0.32 -0.26 0.373
H -0.481384 -7.831335 4.338278 -0.03 0.21 -0.13 0.375
H -0.217598 -7.334388 1.927304 -0.01 0.15 0.08 0.379
H -0.303852 -4.955607 1.090880 -0.04 -0.25 0.21 0.376
H -0.574420 0.777146 0.466217 -0.69 0.31 -0.22 0.674
H -0.382880 -0.161945 -2.397878 -0.63 0.34 -0.27 0.601
H 0.533366 2.451606 -1.072377 -0.09 0.05 -0.43 -0.626
H -0.585825 4.469880 -2.062370 0.14 0.12 -0.05 0.406
H -0.654260 5.849329 -4.167742 0.07 -0.30 -0.04 0.389
H -0.319484 4.727228 -6.394931 0.11 -0.34 0.72 0.338
H -0.033282 2.251941 -6.504125 -0.15 0.17 0.41 0.361
H -0.125580 0.915990 -4.369481 0.21 -0.01 -0.16 0.294
H -1.847487 -2.177403 -2.508527 -0.19 0.23 -0.02 0.363
H -3.534002 -1.813225 -2.962759 0.12 0.07 -0.12 0.518
H -2.314799 -0.518873 -3.039820 -0.13 -0.31 0.12 0.439
H -4.193240 0.422800 -0.002864 0.01 0.00 -0.27 0.382
H -3.427207 1.032568 -1.511702 -0.13 -0.23 0.14 0.273
H -4.819731 -0.083422 -1.605140 0.05 0.25 0.11 0.479

=====

Record 3
62
Properties=species:S:1:pos:R:3:forces:R:3:nbo_charge:R:1 method="wB97M-V/def2-TZVPD" orbital_gap_ev=8.8 multiplicity=1 charge=+1
N 2.560455 -3.378171 -0.041786 0.04 -0.19 0.37 -0.395
C 2.678754 -2.782114 -1.016401 -0.09 0.03 -0.21 0.530
O 2.762864 -2.064813 -2.087475 0.08 0.07 -0.10 -0.472
C 1.835587 -0.945058 -2.077893 -0.34 0.36 -0.04 0.371
C 2.266312 -0.003432 -0.948406 0.57 0.42 -0.12 -0.293
N 1.175645 0.885878 -0.440724 -0.34 -0.05 0.23 -0.516
C -0.210907 0.262695 -0.415120 -0.12 -0.08 0.47 -0.247
C -0.140136 -1.208566 -0.757544 0.03 -0.19 0.10 -0.247
B -1.624199 -1.819926 -0.913635 -0.02 -0.03 -0.12 1.019
N -2.373525 -1.469771 -2.075336 -0.09 -1.11 0.32 -1.083
O -2.157320 -2.600582 0.066995 -0.04 0.42 0.10 -0.848
O 0.531284 -1.363211 -2.020934 -0.01 0.02 0.01 -0.492
H 1.985567 -0.481811 -3.051248 0.16 -0.16 -0.02 0.204
H 2.715747 -0.513178 -0.097120 -0.33 -0.28 -0.06 0.251
H 3.046212 0.644330 -1.347299 -0.05 0.05 0.11 0.254
H 1.413029 1.152562 0.522184 0.16 0.00 -0.04 0.468
H 1.186373 1.774381 -0.949168 0.12 0.01 0.07 0.468
H -0.872021 0.832140 -1.066644 0.18 -0.14 -0.22 0.249
H -0.583713 0.361797 0.606524 0.03 0.11 -0.06 0.237
H 0.407137 -1.748463 0.026616 0.09 0.07 -0.11 0.206
H -3.309370 -1.868915 -2.026100 -0.08 0.28 -0.13 0.407
H -1.950533 -1.847797 -2.918437 0.11 0.67 -0.20 0.405
H -1.607218 -2.708159 0.847612 -0.03 -0.11 0.04 0.496
C 4.584309 3.801832 0.948929 0.01 -0.07 -0.06 -0.431
C 4.809544 4.325996 -0.468734 -0.03 0.06 0.04 -0.432
C 3.850452 3.468911 -1.277569 0.02 0.05 -0.02 -0.068
O 2.744507 3.172040 -0.401679 0.01 -0.21 -0.06 -0.604
C 3.085997 3.546314 0.952968 -0.03 0.10 0.07 -0.082
H 4.885204 4.504143 1.723263 0.00 0.01 -0.01 0.236
H 5.132991 2.869854 1.101753 0.00 0.00 0.01 0.204
H 4.522119 5.376340 -0.532152 0.00 0.00 -0.01 0.217
H 5.837955 4.232963 -0.811076 0.00 -0.01 0.01 0.234
H 4.325682 2.528944 -1.582398 0.02 0.01 0.00 0.156
H 3.468066 3.969204 -2.166496 -0.03 -0.01 0.01 0.200
H 2.527588 4.448663 1.213374 0.00 0.01 -0.02 0.183
H 2.787749 2.742991 1.629973 0.00 -0.01 -0.03 0.196
C -8.224927 -2.114175 -2.971115 0.04 -0.04 -0.02 -0.431
C -7.773328 -2.828550 -1.698209 -0.02 0.04 0.01 -0.430
C -6.264889 -2.631533 -1.758782 0.00 -0.04 -0.05 -0.073
O -6.047161 -1.381419 -2.418464 0.10 -0.04 0.05 -0.552
C -7.267999 -0.930776 -3.015854 -0.04 0.03 0.02 -0.066
H -9.269071 -1.807297 -2.953612 0.00 0.00 0.02 0.224
H -8.073051 -2.759047 -3.838798 0.00 0.00 0.00 0.205
H -8.185964 -2.331039 -0.818512 0.01 0.00 0.00 0.205
H -8.058003 -3.878544 -1.660566 0.00 0.00 -0.02 0.223
H -5.787788 -3.425772 -2.344954 -0.02 -0.03 0.03 0.162
H -5.796350 -2.598717 -0.773242 0.00 0.02 0.00 0.182
H -7.654755 -0.087036 -2.435564 -0.01 0.00 -0.01 0.167
H -7.056623 -0.585668 -4.027984 0.02 0.00 0.00 0.187
C 2.310458 -0.117616 5.083131 -0.04 -0.02 -0.06 -0.431
C 3.291026 -0.831961 4.151478 0.06 0.26 0.07 -0.431
C 2.694702 -0.513572 2.792161 -0.12 -0.30 -0.15 -0.071
O 2.044261 0.757782 2.902236 -0.04 0.08 -0.26 -0.588
C 1.970329 1.139368 4.291120 -0.01 -0.03 0.09 -0.067
H 2.728666 0.108735 6.061512 0.01 0.01 -0.01 0.235
H 1.415549 -0.725615 5.226732 0.00 0.01 0.01 0.210
H 4.283299 -0.386429 4.242506 0.01 -0.02 -0.01 0.211
H 3.379754 -1.900711 4.331220 -0.05 0.00 0.00 0.237
H 1.941427 -1.261541 2.516448 0.07 -0.06 -0.04 0.168
H 3.444675 -0.464596 1.998183 0.03 0.03 0.04 0.173
H 2.688877 1.942904 4.474149 0.02 -0.02 0.00 0.175
H 0.968719 1.514844 4.495958 0.00 0.01 -0.04 0.194

=====

> Among the records above, which one has the highest charge?

C37H59NO4S5SiSn